A structure of composition C10H9N3O4Re in a non-equilibrium geometry, computed with the ωB97M-V functional and the def2-TZVPD basis.

Output
Energy ... -25256.18326 eV

The geometry in ORCA input format:
```
! wB97M-V def2-TZVPD RIJCOSX def2/J DEFGRID3
* xyz 4 2
Re -0.577 0.163 -1.115
O -1.682 -3.343 0.722
C -1.141 -2.331 0.229
O -1.714 -1.403 -0.414
C 0.365 -2.165 0.377
C 1.270 -3.077 0.911
C 2.632 -2.762 0.855
C 3.060 -1.575 0.245
C 2.100 -0.685 -0.232
N 0.786 -0.996 -0.149
C 2.277 0.672 -0.926
O 3.339 1.309 -1.090
O 1.182 1.151 -1.349
H -2.657 -3.526 0.642
H 0.929 -4.011 1.355
H 3.368 -3.444 1.286
H 4.128 -1.387 0.165
H 4.260 1.072 -0.824
N -2.983 3.531 -0.570
C -2.683 3.412 0.738
C -1.819 2.307 0.842
N -1.627 1.799 -0.400
C -2.358 2.577 -1.257
H -3.597 4.257 -0.964
H -3.055 4.070 1.516
H -1.367 1.921 1.745
H -2.434 2.466 -2.337
*
```